No. 1
12
Properties=species:S:1:pos:R:3:forces:R:3:lowdin_charge:R:1 method="wB97M-V/def2-TZVPD" max_force_ev_per_a=8.28 e_above_lowest_ev=5.2714 total_charge=-1
C -1.669 -0.042 0.278 -4.4 2.4 -6.6 -0.009
H -0.045 0.015 -1.014 0.5 0.2 -2.8 0.073
O -3.932 0.291 -0.724 1.9 0.5 0.3 -0.165
H -2.055 -0.246 1.191 -1.4 -0.4 2.6 0.078
C 0.670 -0.130 0.871 -1.6 -0.7 1.1 0.063
H 4.606 -0.411 -0.280 0.1 0.0 0.0 -0.548
H 1.753 -0.249 0.716 -0.8 0.3 0.0 0.080
C -0.319 -0.061 -0.033 2.1 0.3 0.9 -0.230
N -2.642 0.367 -0.776 2.2 -3.0 3.1 -0.123
H 0.149 -0.210 1.845 1.5 0.1 0.2 0.067
H -2.266 0.377 -1.756 0.0 0.4 1.1 0.157
S 5.750 0.301 -0.318 -0.2 0.0 0.0 -0.445

No. 2
17
Properties=species:S:1:pos:R:3:forces:R:3:lowdin_charge:R:1 method="wB97M-V/def2-TZVPD" max_force_ev_per_a=6.05 e_above_lowest_ev=4.7889 total_charge=0 smiles="O=Cc1ccc2ccocc1-2"
C -0.760 0.895 0.194 -2.3 2.6 0.9 -0.236
O -1.929 -1.630 -0.286 -0.1 4.3 1.5 -0.024
O 2.807 -1.584 0.323 -1.9 4.0 -1.5 -0.069
H -3.840 -0.541 0.060 -0.7 -1.3 -0.4 0.095
C -2.780 -0.518 0.069 4.1 3.3 1.6 -0.010
C 1.296 1.799 -0.379 -2.4 -2.3 1.8 0.014
H 3.753 0.122 0.561 -3.0 0.4 -1.9 0.167
C 2.674 -0.329 0.089 3.3 -3.3 2.5 -0.176
H -0.816 2.942 -0.108 1.7 -0.1 0.1 0.120
C 1.431 0.414 -0.333 1.5 -1.1 1.7 -0.147
C 0.118 -0.191 0.049 0.3 0.4 -1.6 -0.138
C -0.514 -1.314 -0.248 -2.3 -4.4 -0.2 0.058
C -0.108 2.076 -0.057 -1.1 0.5 -0.4 -0.032
C -2.215 0.756 0.497 0.6 -4.9 -3.6 0.042
H 2.109 2.402 -0.112 1.1 1.2 -0.7 0.096
H -0.202 -2.341 -0.430 1.3 0.6 -0.3 0.146
H -2.866 1.609 0.452 -0.2 0.2 0.6 0.095

No. 3
46
Properties=species:S:1:pos:R:3:forces:R:3:lowdin_charge:R:1 method="wB97M-V/def2-TZVPD" max_force_ev_per_a=0.39 e_above_lowest_ev=0.0799 total_charge=0 smiles="O=C(O)c1ccc2cc(C(=O)Nc3cccn([C@@H]4CCSC4)c3=O)ccc2c1"
H 5.492 -5.127 2.402 0.0 0.0 0.0 0.082
C -4.297 -0.114 0.139 0.0 0.0 0.0 0.052
C -0.719 -1.148 0.065 0.0 -0.1 0.2 0.033
C 3.408 -0.925 1.289 0.0 0.0 0.0 -0.126
C 6.168 -4.415 2.871 0.0 0.0 0.0 -0.414
C 5.752 -0.604 0.904 0.0 0.0 0.0 -0.057
H 6.556 -0.099 0.390 0.0 0.0 0.0 0.106
C -4.170 -2.478 -0.350 0.0 0.0 0.0 -0.009
C 4.398 -0.273 0.626 0.0 0.0 0.0 0.016
C -0.095 0.035 0.340 0.0 0.2 -0.2 -0.131
H 4.438 -3.608 3.857 0.0 0.0 0.0 0.143
C -2.809 -2.433 -0.290 0.0 0.0 0.0 -0.014
H 6.884 -4.075 2.123 0.0 0.0 0.0 0.067
C -2.210 1.175 0.472 0.0 0.0 0.0 -0.010
H -7.887 -2.409 -0.481 0.0 0.0 0.0 0.129
H -4.681 -3.405 -0.563 0.0 0.0 0.0 0.115
O -6.925 -2.515 -0.465 0.0 0.0 0.0 0.104
N 2.034 -0.736 1.148 0.0 0.1 0.0 0.153
H 7.106 -2.193 4.282 0.0 0.0 0.0 0.113
H -0.330 2.153 0.697 0.0 0.0 0.0 0.121
H -2.795 2.074 0.624 0.0 0.0 0.0 0.118
N 5.040 -2.221 2.487 0.0 0.0 0.0 0.036
C 6.035 -1.556 1.815 -0.1 0.0 0.0 -0.069
O 1.979 0.901 -0.437 0.0 0.2 0.2 0.090
C 1.402 0.139 0.314 0.0 -0.3 -0.2 -0.415
C 6.210 -2.700 4.647 0.0 0.0 0.0 -0.202
H -4.892 0.776 0.301 0.0 0.0 0.0 0.131
H 4.151 0.485 -0.100 0.0 0.0 0.0 0.106
O 2.809 -2.552 2.884 0.0 0.0 0.0 0.041
C -2.887 -0.044 0.206 0.0 0.0 0.0 -0.143
C -6.411 -1.298 -0.186 0.0 0.0 0.0 -0.482
C -4.925 -1.299 -0.131 0.0 0.0 0.0 -0.126
H 5.762 -4.268 6.070 0.0 0.0 0.0 0.076
C 5.392 -3.245 3.481 -0.1 0.0 0.0 -0.332
C 6.597 -3.920 5.463 0.0 0.0 0.0 -0.464
H 5.626 -1.986 5.231 0.0 0.0 0.0 0.127
C 3.700 -1.953 2.282 0.1 -0.1 -0.1 -0.354
H 1.484 -1.319 1.766 0.0 0.0 0.0 0.139
S 7.059 -5.205 4.249 0.0 0.0 0.0 0.855
C -2.132 -1.219 -0.008 0.0 0.0 0.0 -0.145
H -2.225 -3.330 -0.455 0.0 0.0 0.0 0.116
H 7.448 -3.735 6.115 0.0 0.0 0.0 0.073
H -0.139 -2.048 -0.106 0.0 0.0 0.0 0.129
H 7.044 -1.847 2.064 0.0 0.0 0.0 0.124
C -0.850 1.220 0.522 0.0 0.0 0.0 -0.008
O -7.110 -0.334 -0.011 0.0 0.0 0.0 0.110

No. 4
20
Properties=species:S:1:pos:R:3:forces:R:3:lowdin_charge:R:1 method="wB97M-V/def2-TZVPD" max_force_ev_per_a=4.16 e_above_lowest_ev=2.1196 total_charge=0 smiles=CC(C)CNCO
C 2.667 0.559 -0.403 0.2 0.4 -0.8 -0.078
H 1.268 0.335 1.160 0.1 -1.3 -0.9 0.157
H 0.922 -2.270 0.483 -0.6 0.6 -0.4 0.070
H -3.342 0.450 -0.625 0.2 -0.5 -0.5 0.069
C 1.433 -0.169 0.145 0.5 2.4 2.0 -0.456
H -2.437 -0.100 1.492 0.3 -1.8 2.2 0.085
C 1.764 -1.607 0.201 -0.8 -3.6 1.8 -0.119
C 0.213 0.154 -0.659 -1.3 0.4 -1.6 -0.205
H 2.114 -2.112 -0.722 0.2 0.9 0.3 0.095
H -1.321 1.366 1.210 -1.7 -1.8 -0.8 0.164
H 2.508 1.274 -1.218 -0.4 -0.3 -0.1 0.080
H 3.255 1.137 0.279 0.0 0.3 1.1 0.065
N -1.141 -0.238 -0.157 1.7 -0.8 -0.8 -0.035
H 2.354 -1.974 1.083 0.5 1.0 -1.0 0.097
C -1.966 0.451 0.758 2.3 3.4 -0.7 -0.326
O -3.105 0.972 0.132 -0.8 1.9 -0.2 -0.068
H 3.355 -0.191 -0.731 0.6 -0.4 -0.7 0.057
H 0.222 1.230 -0.919 -0.2 -0.4 0.3 0.123
H -1.114 -1.225 -0.043 -0.4 -0.7 0.3 0.088
H 0.373 -0.369 -1.646 -0.5 0.4 0.7 0.136

No. 5
16
Properties=species:S:1:pos:R:3:forces:R:3:lowdin_charge:R:1 method="wB97M-V/def2-TZVPD" max_force_ev_per_a=9.31 e_above_lowest_ev=4.6076 total_charge=0 smiles="O=Cc1cccc(C=O)c1"
C -0.458 -0.112 -0.816 -4.2 5.7 -5.9 -0.015
H 1.722 0.083 2.532 -1.7 -0.9 -3.2 0.175
C 0.067 1.127 -0.496 4.5 -2.3 3.5 -0.082
O 0.805 3.276 -1.134 3.9 4.0 0.0 0.134
O -1.839 -2.422 -1.423 1.4 -1.1 2.5 0.040
C -1.151 -2.375 -0.390 -2.5 -1.2 -1.5 -0.201
H -1.018 -3.105 0.481 -0.6 -0.3 -1.5 0.143
C 1.096 -0.001 1.456 0.1 -2.5 4.6 -0.115
H 1.394 2.144 1.071 -0.8 -2.1 -0.4 0.144
H 0.601 -2.085 1.637 -1.5 1.7 -0.9 0.154
H -1.281 -0.085 -1.789 2.7 -0.4 2.5 0.207
C -0.489 -1.184 -0.038 1.3 -0.4 1.5 -0.313
C 0.131 2.365 -1.341 1.7 -4.7 4.8 -0.262
H -0.761 2.377 -1.629 -7.7 1.2 -5.0 0.049
C 0.256 -1.113 1.068 4.6 -2.4 3.8 -0.028
C 0.925 1.110 0.812 -1.2 5.8 -4.9 -0.031

No. 6
74
Properties=species:S:1:pos:R:3:forces:R:3:mulliken_spin:R:1 method="wB97M-V/def2-TZVPD" max_force_ev_per_a=4.42 multiplicity=2 e_above_lowest_ev=1.6893 total_charge=+1
C -1.827 3.137 1.310 0.4 -0.6 0.3 0.000
H 2.931 -2.216 1.832 0.0 0.0 0.1 -0.001
C -1.790 4.932 -0.296 0.0 0.2 0.0 0.000
H -3.613 -4.289 0.491 0.0 -0.1 0.0 0.000
N -2.539 4.275 0.760 -0.2 0.4 0.2 0.000
H -0.867 3.485 1.697 -0.1 -0.1 0.0 0.000
C 1.047 -4.015 -0.116 0.0 -0.3 -0.1 0.002
C 2.492 -5.486 1.098 -0.1 0.2 0.0 0.000
H -1.136 -0.108 3.130 0.0 -0.2 -0.1 0.000
La 0.577 -0.471 0.519 -1.8 -4.0 -0.4 0.013
N 0.992 -0.047 -2.654 -0.1 0.8 -2.1 -0.005
H 0.088 3.271 -1.025 -0.1 -0.1 0.0 0.001
H -0.842 2.393 -2.256 0.0 0.0 0.2 0.005
N -1.751 4.098 -1.486 0.1 0.3 -0.2 -0.001
N 2.767 0.452 -4.549 0.9 0.2 -0.8 0.401
H 3.408 1.328 1.030 0.0 0.1 0.0 -0.001
C -3.863 4.003 0.356 -0.3 0.4 0.3 0.000
C 0.588 -0.983 3.702 0.2 0.5 0.3 0.000
O 1.094 1.342 3.914 -0.2 0.2 0.0 0.000
H 0.999 -6.146 -0.302 0.0 -0.1 -0.1 0.000
C -0.092 -0.294 -1.983 -0.4 -0.1 -0.8 0.005
C 3.054 -4.367 1.692 0.0 0.0 -0.1 -0.002
S -1.548 -0.224 -2.743 -0.3 -0.1 -0.4 0.056
H 2.857 -6.473 1.332 0.0 -0.1 0.0 0.000
C -3.343 1.789 -0.556 0.6 -0.9 0.3 0.003
H 0.352 -0.938 4.773 0.2 0.0 -0.2 0.000
N 2.099 0.177 2.205 1.3 0.6 0.7 -0.004
H -2.264 5.887 -0.540 0.0 -0.1 0.0 0.000
N -3.891 3.119 -0.883 -0.3 0.2 -0.1 0.000
C 1.463 -5.306 0.189 0.1 0.2 0.0 0.000
H -4.378 4.934 0.099 0.0 -0.1 -0.1 0.000
H 3.124 1.978 2.674 0.0 0.1 -0.2 0.000
H -4.411 3.485 1.150 0.0 0.0 -0.2 0.000
N -0.627 -0.956 2.861 -0.4 0.0 0.6 0.000
H -4.850 3.027 -1.232 0.1 0.1 0.1 0.000
N 1.550 -2.942 0.500 0.3 -0.5 -0.1 0.000
C -3.445 -3.248 0.224 0.1 0.2 0.1 0.000
H -3.772 -2.610 1.039 0.0 0.0 0.0 0.000
H 0.192 -4.468 -2.023 -0.1 0.1 0.0 -0.001
H -1.237 -1.739 3.101 0.1 0.2 -0.3 0.000
H 0.141 -2.743 -1.573 -0.1 -0.3 -0.1 -0.002
H -2.408 2.729 2.143 0.1 0.0 0.0 0.000
H -3.958 1.336 0.228 0.0 0.1 -0.1 0.000
N 2.647 -0.547 -1.064 0.3 0.2 -0.7 -0.043
C 4.936 -0.538 -1.801 0.0 -0.1 0.1 -0.072
C -0.912 2.934 -1.307 0.5 -0.5 0.0 -0.012
C 2.293 -0.178 -2.297 0.9 -0.1 -0.1 0.063
H -4.043 -3.018 -0.655 0.0 0.0 -0.1 0.000
H 1.165 -1.887 3.483 -0.1 0.1 0.0 0.000
C 0.021 -3.771 -1.203 0.2 0.3 0.2 0.010
H -3.565 4.723 -2.236 -0.1 -0.1 0.1 0.000
C 2.663 1.476 1.817 -0.1 0.1 0.3 -0.003
C 3.223 0.069 -3.365 0.1 -0.3 0.9 -0.020
H 4.219 -1.013 0.175 0.0 0.0 0.1 0.015
H -0.773 5.107 0.058 0.0 0.0 -0.1 0.000
C 1.333 0.310 3.294 0.2 -0.7 0.8 0.000
Se 1.054 0.588 -4.742 -1.0 -0.6 1.8 0.301
H 5.313 -0.006 -3.852 0.1 0.1 -0.1 -0.002
C 4.581 -0.143 -3.074 -0.2 0.0 0.1 0.148
C 1.544 2.363 1.253 0.9 1.0 0.4 0.001
O 1.479 3.566 1.362 0.1 -0.1 0.0 0.000
H 5.972 -0.718 -1.554 0.0 0.0 0.1 -0.002
O 0.656 1.662 0.589 0.6 2.9 0.1 -0.007
O -1.421 -1.958 0.328 -0.4 -0.4 -0.2 0.000
C 3.956 -0.715 -0.831 0.1 0.0 -0.1 0.160
N -1.346 -3.936 -0.741 0.1 -0.1 -0.2 0.000
C -1.990 -2.979 -0.057 -0.3 -0.3 0.1 -0.001
H -3.397 1.148 -1.440 0.0 0.1 0.1 -0.001
P -1.511 1.782 0.054 -1.8 0.7 -0.6 -0.004
C -3.045 3.801 -1.957 0.0 0.2 -0.5 0.000
C 2.541 -3.121 1.375 0.2 -0.1 0.2 -0.001
H -3.000 3.128 -2.818 -0.1 0.0 0.1 -0.001
H -1.834 -4.778 -1.003 -0.1 0.2 0.0 0.000
H 3.879 -4.459 2.377 0.1 0.0 0.1 0.000

No. 7
20
Properties=species:S:1:pos:R:3:forces:R:3:lowdin_charge:R:1 method="wB97M-V/def2-TZVPD" max_force_ev_per_a=4.72 e_above_lowest_ev=6.0325 total_charge=0
H -0.621 1.201 -2.690 -0.2 -0.3 0.6 0.093
H 1.129 -0.845 -1.522 0.4 -0.5 1.1 0.149
N 0.126 0.976 3.327 0.7 0.0 -0.4 0.097
C -0.966 -1.329 -1.190 2.3 -0.4 2.3 -0.039
N 0.160 0.320 1.188 0.6 -0.1 -1.5 -0.081
H 0.329 -0.193 -3.215 -0.3 0.0 -1.1 0.073
S 2.507 2.708 -0.968 -0.5 -0.5 0.4 0.041
C 0.199 0.525 -2.428 1.8 2.7 -3.2 -0.162
H 1.170 1.170 -2.512 -1.7 -1.0 0.4 0.025
C 0.217 -0.311 -1.251 -0.3 -1.1 2.6 -0.432
H -0.625 -0.881 4.128 -0.1 -0.3 -0.1 0.103
C 0.461 1.293 2.119 -1.1 0.7 1.5 -0.155
H -1.133 -1.767 -2.134 0.2 -0.9 -1.0 0.062
H 0.613 2.231 1.645 0.9 0.9 0.4 0.101
C -0.329 -0.364 3.234 0.2 2.0 -1.0 -0.082
H -1.836 -0.823 -0.967 -2.0 1.3 0.5 0.050
C 0.560 0.559 -0.060 0.1 -0.2 -1.0 0.046
H -0.734 -1.715 1.699 0.5 1.1 -0.9 0.121
H -0.843 -2.066 -0.323 0.0 0.7 -1.7 0.082
C -0.385 -0.690 1.922 -1.3 -4.0 2.1 -0.092

No. 8
9
Properties=species:S:1:pos:R:3:forces:R:3:lowdin_charge:R:1 method="wB97M-V/def2-TZVPD" max_force_ev_per_a=3.67 e_above_lowest_ev=3.9219 total_charge=+1
Br -2.211 -1.421 0.321 0.9 1.0 -0.2 0.529
O 0.286 0.469 -2.057 -0.8 -0.8 3.5 -0.230
P -0.668 0.103 0.136 0.5 0.6 -3.4 0.265
C 0.939 -0.353 0.916 -2.7 -0.5 -0.5 -0.187
H 1.030 0.245 1.804 0.8 0.7 0.0 0.069
H -0.285 0.681 -2.819 -0.6 -0.2 0.6 0.016
H 1.503 -0.275 0.007 1.3 0.3 0.1 0.048
H 0.752 -1.376 1.236 0.3 -0.3 -0.2 0.060
Cl -1.344 1.929 0.457 0.2 -0.8 0.1 0.431

No. 9
16
Properties=species:S:1:pos:R:3:forces:R:3:mulliken_spin:R:1 method="wB97M-V/def2-TZVPD" max_force_ev_per_a=2.66 multiplicity=2 e_above_lowest_ev=0.9573 total_charge=0
C 1.760 -0.496 -0.481 -1.3 -0.5 -0.2 0.086
C 0.621 0.326 -1.173 0.7 0.7 0.0 -0.056
H 1.343 -1.451 -0.818 1.1 -0.6 0.4 -0.005
H -3.951 0.375 0.585 1.0 -0.1 0.3 -0.001
H -2.442 -0.373 0.613 -0.4 0.1 0.2 0.002
H -1.253 -0.551 -0.735 1.3 1.0 0.2 -0.033
H 2.289 0.374 1.507 -0.1 -0.3 -0.6 -0.003
C 1.708 -0.428 1.011 -1.8 0.6 1.9 0.020
H 2.796 -0.361 -0.759 -0.1 0.2 -1.0 -0.001
N -0.586 0.185 -0.341 -0.1 -1.2 -2.1 0.971
N -2.957 0.456 0.872 -1.5 0.2 -0.1 0.009
H 1.943 -1.363 1.510 0.4 -0.2 -0.1 -0.003
H 0.667 0.080 -2.266 -0.8 -0.3 0.9 0.001
H 0.631 -0.235 1.297 1.2 -0.2 0.0 -0.013
H 0.810 1.383 -1.139 0.4 0.8 0.1 0.025
H -2.561 1.223 0.340 0.1 -0.1 0.1 0.000

No. 10
14
Properties=species:S:1:pos:R:3:forces:R:3:lowdin_charge:R:1 method="wB97M-V/def2-TZVPD" max_force_ev_per_a=13.80 e_above_lowest_ev=3.0659 total_charge=0 smiles="CC(=O)c1ncc[nH]1"
C 2.023 -0.706 -0.047 -0.6 2.6 -0.2 -0.150
H -1.962 -1.340 -0.764 1.8 -5.0 -6.3 0.000
H 0.498 2.280 0.026 2.1 -4.7 -0.1 0.281
C 2.188 0.667 -0.001 4.5 0.0 0.1 -0.139
C 0.117 0.072 -0.062 -2.8 3.5 0.3 -0.347
H -2.035 -1.389 1.011 -0.2 0.6 -2.7 0.171
H 3.241 1.220 0.001 -2.9 -1.0 0.1 0.159
N 0.725 -1.031 -0.115 0.8 -2.6 0.2 0.129
H 2.804 -1.332 -0.071 2.4 -2.6 -0.1 0.056
O -1.699 1.535 -0.108 0.0 -1.5 0.4 0.038
C -2.351 -0.870 -0.056 11.7 1.5 7.2 0.076
N 0.974 1.161 0.009 -4.4 4.7 -0.1 0.067
C -1.366 0.349 -0.030 -0.3 1.1 -0.7 -0.295
H -3.156 -0.616 0.209 -12.1 3.5 1.8 -0.046

No. 11
26
Properties=species:S:1:pos:R:3:forces:R:3:lowdin_charge:R:1 method="wB97M-V/def2-TZVPD" max_force_ev_per_a=5.34 e_above_lowest_ev=5.5581 total_charge=0 smiles="P#[PH]C1=C(c2ccccc2)CC=CC1"
H 0.471 4.783 0.542 0.5 -1.8 -0.6 0.118
C -0.805 -1.177 -0.234 -3.6 0.7 -0.4 -0.263
C 1.633 -1.461 -0.041 -2.5 -0.1 0.7 -0.097
C -0.935 -2.632 -0.222 -1.8 -2.3 -1.6 -0.233
C -0.383 2.877 1.058 -1.0 2.0 1.0 -0.122
H -0.987 -3.090 -1.288 0.3 0.9 1.2 0.146
H -1.082 0.827 1.432 -0.8 0.0 1.0 0.071
C 1.265 1.723 -0.791 0.7 -3.5 0.4 -0.058
H 1.965 3.610 -1.343 1.4 1.3 -1.1 0.073
H -0.104 -4.105 1.098 -0.1 -1.0 0.5 0.084
C 1.418 3.062 -0.666 -3.7 0.5 3.8 -0.062
H 1.885 1.166 -1.494 -0.1 0.3 -0.3 0.114
C -0.420 1.521 0.987 2.7 -2.1 -3.0 -0.073
C 0.560 3.654 0.355 -0.1 1.0 -0.9 -0.060
H -1.991 -2.991 0.136 2.1 0.7 0.0 0.135
C 0.482 0.861 0.040 -1.4 3.6 0.5 -0.177
H -2.353 -0.107 -2.051 0.2 0.2 0.0 -0.133
H 2.261 -0.836 0.489 2.1 1.1 0.4 0.087
H -1.226 3.374 1.662 1.7 -0.5 -0.8 0.132
C 0.204 -3.266 0.533 0.2 -0.3 0.9 -0.118
C 0.337 -0.565 -0.166 1.4 -0.4 1.1 -0.234
P -4.756 0.302 -0.624 2.6 -0.7 0.7 0.162
C 1.427 -2.757 0.721 -1.9 1.1 0.0 -0.064
H 2.036 -3.012 1.613 -0.1 -0.2 -1.2 0.118
P -2.725 -0.090 -0.696 -0.1 -0.7 -0.8 0.352
H 1.824 -1.671 -1.050 1.4 -0.2 -1.4 0.105

No. 12
7
Properties=species:S:1:pos:R:3:forces:R:3:mulliken_spin:R:1 method="wB97M-V/def2-TZVPD" max_force_ev_per_a=2.97 multiplicity=5 e_above_lowest_ev=0.3318 total_charge=+1
Cl 1.471 1.693 1.615 -0.4 0.0 -0.2 0.000
Cl 0.557 -1.303 -2.190 -2.5 -0.6 -1.5 -0.237
Cr -1.508 -1.802 -3.467 2.5 0.6 1.5 4.237
H 0.170 0.661 -0.056 0.2 0.0 0.1 0.002
Cl -1.421 1.147 1.533 0.0 0.0 0.1 0.000
Cl 0.544 -1.020 1.538 -0.2 -0.2 -0.1 -0.001
C 0.187 0.624 1.026 0.3 0.2 0.0 -0.001